#one
Molecular formula: C3H11N3
Method: DFT, ωB97M-V/def2-TZVPD

```
17
Properties=species:S:1:pos:R:3:mulliken_charge:R:1
H -2.62752 1.22081 3.43058 0.2769
N -2.79836 0.92082 2.46873 -0.6062
C -1.83622 1.40312 1.77806 0.0587
N -1.83545 1.47294 0.39346 -0.4341
H -1.11952 2.05121 2.26475 0.3192
H -1.24221 0.92435 -0.21390 0.1799
H -2.63271 1.76059 -0.15462 0.1980
C 2.12178 -0.45222 -1.85327 -1.0786
C 0.93155 -1.26499 -1.09911 0.0095
N 0.90219 -1.51617 0.31791 -0.4616
H 1.81819 0.00479 -2.79671 0.3105
H 2.55051 0.21541 -1.11601 0.3325
H 2.85224 -1.22320 -2.03735 0.3112
H 0.09869 -0.52199 -1.24051 -0.0161
H 0.92927 -2.16591 -1.71578 0.2378
H 1.76875 -1.14095 0.66429 0.1679
H 0.11883 -1.68862 0.90948 0.1945
```

Results
orbital gap	9.8	eV
E_LUMO	0.0358	Eh
structure (SMILES)	[H]/N=C/N.CCN

#two
Molecular formula: C3H11N3
Method: DFT, ωB97M-V/def2-TZVPD

```
17
Properties=species:S:1:pos:R:3:mulliken_charge:R:1
N 1.38508 -0.95311 1.69393 -0.5843
C 1.41280 -1.18993 0.28317 -0.1363
C 1.41638 -0.22204 -0.61183 -0.2612
N 1.37449 -0.54913 -2.01219 -0.6286
H 2.06350 -1.53931 2.16407 0.2613
H 0.47807 -1.23504 2.05106 0.2318
H 1.39770 -2.21496 -0.08202 0.3152
H 1.40106 0.83647 -0.37354 0.3080
H 2.02191 0.02666 -2.53908 0.2602
H 0.45865 -0.33419 -2.39678 0.2291
C -2.43944 1.55156 -0.36828 -0.7302
N -2.38924 1.00846 0.98225 -0.4974
H -3.42125 1.88040 -0.74281 0.3118
H -2.07886 0.84331 -1.11281 0.2074
H -1.81020 2.44108 -0.41583 0.2868
H -2.66155 1.73560 1.62716 0.2170
H -3.06794 0.26881 1.08723 0.2096
```

Results
orbital gap	10.1	eV
E_LUMO	0.0385	Eh
structure (SMILES)	N/C=C/N.CN

Which one sits at the top of the stability order? #two does.

#one
Molecular formula: C3H11N3
Method: DFT, ωB97M-V/def2-TZVPD

```
17
Properties=species:S:1:pos:R:3:mulliken_charge:R:1
N -1.79435 -0.13213 -1.00315 -0.5665
C -1.40729 -0.33817 0.42794 -0.7660
C 0.10445 -0.25891 0.55419 0.4308
N 0.82257 -1.39168 -0.10406 -0.7206
C 0.74030 0.92936 -0.12149 -0.9649
N 2.21071 1.14041 0.02507 -0.6543
H -1.81991 0.92423 -1.11361 0.2236
H -2.70756 -0.54839 -1.12971 0.2335
H -1.94564 0.36804 1.17402 0.2819
H -1.77498 -1.37138 0.76455 0.3941
H 0.40439 -0.22259 1.60682 0.2522
H 0.35835 -2.36199 0.18937 0.2578
H 0.64106 -1.32720 -1.19214 0.3262
H 0.65817 1.03255 -1.21082 0.3976
H 0.25842 1.91154 0.25035 0.3379
H 2.42954 1.39641 1.00736 0.2419
H 2.82178 0.24991 -0.12471 0.2948
```

Results
orbital gap	10.1	eV
E_LUMO	0.0356	Eh
structure (SMILES)	NCC(N)CN

#two
Molecular formula: C3H11N3
Method: DFT, ωB97M-V/def2-TZVPD

```
17
Properties=species:S:1:pos:R:3:mulliken_charge:R:1
H 5.02202 -0.34939 -1.43495 0.2143
N 4.31981 -0.89463 -1.03919 -0.6676
C 4.07511 -2.07709 -1.51579 0.1307
N 3.24330 -2.89019 -0.80351 -0.4406
H 4.51892 -2.49365 -2.44384 0.2803
H 2.99929 -3.73246 -1.30315 0.2248
H 2.61002 -2.42978 -0.21027 0.2581
C -2.40772 2.62932 1.33442 -0.8056
N -3.21868 1.62030 0.48680 -0.3904
C -2.82030 0.27409 0.67847 -0.6997
H -1.44148 2.82980 0.91065 0.2846
H -2.87165 3.60983 1.29189 0.2736
H -2.53212 2.25628 2.36332 0.3259
H -3.07940 1.98635 -0.50245 0.2215
H -1.87470 -0.02336 0.24605 0.2568
H -3.65880 -0.31892 0.15880 0.2443
H -2.88363 0.00349 1.78274 0.2891
```

Results
orbital gap	9.7	eV
E_LUMO	0.0352	Eh
structure (SMILES)	[H]/N=C/N.CNC

Which one sits at the top of the stability order? #one does.

#one
Molecular formula: C6H14O3Sr
Method: DFT, ωB97M-V/def2-TZVPD

```
24
Properties=species:S:1:pos:R:3:mulliken_charge:R:1
C -1.36114 1.15021 6.06762 -0.3404
O -1.96119 2.27534 5.51091 -1.0591
C -1.42294 -0.04158 5.11429 -0.3830
O -2.78994 -0.09917 4.65501 -0.5703
C -3.11046 -0.83496 3.54162 -0.8714
C -4.51473 -0.55361 3.13742 0.0217
O -4.67526 0.87577 3.16278 -0.4781
C -5.81254 1.34132 2.43852 -0.7486
Sr -3.48602 2.05824 4.51997 1.9790
H -1.84973 0.85783 7.01887 0.2814
H -0.29365 1.32130 6.29976 0.3377
H -1.16642 -0.99269 5.59887 0.3632
H -0.78337 0.12071 4.23432 0.3373
H -2.70181 -1.84490 3.48845 0.3757
H -2.20064 -0.08694 1.50093 0.0792
H -5.27786 -1.00586 3.79602 0.4141
H -4.68535 -0.93468 2.12104 0.4160
H -5.81893 2.43350 2.50083 0.2954
H -5.73378 1.02925 1.38905 0.2560
H -6.72216 0.93365 2.89980 0.3199
C -2.10059 0.47133 0.44159 -0.8165
H -2.20129 1.54268 0.65122 0.2018
H -1.14767 0.23197 -0.04168 0.3352
H -2.96848 0.14510 -0.14350 0.2540
```

Results
orbital gap (alpha / beta)	8.5 / 9.0	eV
spin multiplicity	2
E_LUMO (alpha / beta)	-0.1300 / -0.1410	Eh
charge	+1

#two
Molecular formula: C6H14O3Sr
Method: DFT, ωB97M-V/def2-TZVPD

```
24
Properties=species:S:1:pos:R:3:mulliken_charge:R:1
H -1.44207 -3.48121 -3.80727 0.3315
C -0.70288 -3.07003 -3.09471 -0.3126
H 0.29192 -3.42773 -3.42909 0.2777
O -0.96958 -3.45876 -1.78417 -1.0737
C -0.73641 -1.54953 -3.24218 -0.4246
H -0.32481 -1.20971 -4.20347 0.3132
H -1.76497 -1.16948 -3.12680 0.3518
O 0.05565 -1.02999 -2.16489 -0.5706
C -0.04822 0.35721 -1.88082 -0.4937
H -1.10983 0.64812 -1.85346 0.3559
O 0.06152 -0.43900 0.36237 -0.6857
C 0.59633 0.55117 -0.52724 -0.2877
H 1.68787 0.43058 -0.58219 0.3200
C 0.39500 1.53776 4.36358 -0.7809
H 0.12994 -0.11725 1.32852 0.2602
H 1.20734 0.89675 4.71909 0.3478
H 0.37660 1.55595 -0.14730 0.3743
H -0.57622 1.19346 4.73170 0.3433
Sr -0.30293 -2.40019 -0.33735 1.9262
H 0.46890 0.95456 -2.64440 0.3170
C 0.63169 3.00762 4.32090 -0.7063
H 1.58094 3.25945 3.82903 0.2631
H -0.19298 3.54104 3.82386 0.2609
H 0.68721 3.41920 5.34631 0.2928
```

Results
orbital gap (alpha / beta)	7.5 / 8.7	eV
spin multiplicity	2
E_LUMO (alpha / beta)	-0.1361 / -0.1417	Eh
charge	+1

Which one sits at the top of the stability order? #two does.

#one
Molecular formula: C2H7NS
Method: DFT, ωB97M-V/def2-TZVPD

```
11
Properties=species:S:1:pos:R:3:mulliken_charge:R:1
C -0.02536 1.83909 -0.05058 -0.7707
S 0.98549 0.53395 -0.77819 -0.1233
C 0.52506 -1.07597 0.35794 -0.4132
N -0.50319 -1.63788 -0.38489 -0.3557
H -1.12319 1.63530 -0.14396 0.2535
H 0.16261 2.04813 1.02481 0.2599
H 0.17090 2.74253 -0.62853 0.2743
H 1.47057 -1.61995 0.33759 0.3269
H 0.34083 -0.68358 1.36686 0.2293
H -1.43083 -1.22319 -0.33446 0.1563
H -0.57290 -2.55843 -0.76659 0.1627
```

Results
orbital gap	9.0	eV
E_LUMO	0.0398	Eh
structure (SMILES)	CSCN

#two
Molecular formula: C2H7NS
Method: DFT, ωB97M-V/def2-TZVPD

```
11
Properties=species:S:1:pos:R:3:mulliken_charge:R:1
C -3.18128 -0.33393 -1.34816 -0.3018
N -2.13747 0.02336 -2.01709 -0.3672
C -0.86679 -0.27685 -1.27654 -0.7513
H -2.96305 -0.75149 -0.35696 0.2627
H -4.07299 0.22438 -1.63313 0.2633
H -0.66829 -1.33778 -1.46264 0.3164
H -0.19339 0.48312 -1.74825 0.2653
H -0.70451 -0.06936 -0.20603 0.3126
S 5.38652 0.58057 2.88569 -0.2903
H 5.27010 0.36867 4.21794 0.1459
H 4.13114 1.08930 2.94516 0.1444
```

Results
orbital gap	10.6	eV
E_LUMO	0.0294	Eh
structure (SMILES)	C=NC.S

#three
Molecular formula: C2H7NS
Method: DFT, ωB97M-V/def2-TZVPD

```
11
Properties=species:S:1:pos:R:3:mulliken_charge:R:1
N -0.53812 1.24892 -1.12042 -0.5943
C 0.35023 0.63847 -0.15457 -0.5253
C -0.16757 -0.79694 0.16846 -0.5568
S 0.76285 -1.38838 1.66336 -0.2364
H -1.44961 1.57081 -0.81530 0.2330
H -0.11147 2.16978 -1.26853 0.2483
H 0.45379 1.00146 0.87252 0.3030
H 1.34171 0.45924 -0.55638 0.3119
H -1.19432 -0.78147 0.53929 0.3288
H -0.03171 -1.44199 -0.70545 0.3639
H 0.58423 -2.67991 1.37701 0.1237
```

Results
orbital gap	10.1	eV
E_LUMO	0.0390	Eh
structure (SMILES)	NCCS

Which one sits at the top of the stability order? #three does.

#one
Molecular formula: C5H17N2O
Method: DFT, ωB97M-V/def2-TZVPD

```
25
Properties=species:S:1:pos:R:3:mulliken_charge:R:1
N -1.35493 1.21145 3.38325 -1.9130
C -1.09577 1.23323 1.90126 -1.3492
C -2.22269 0.54395 1.13129 -0.5478
N -1.77191 0.37160 -0.24720 -0.5432
H -2.30547 1.58572 3.61991 0.6338
H -1.26639 0.23382 3.77194 0.9023
H -0.63442 1.78716 3.88787 1.0250
H -1.00781 2.27609 1.61139 0.0998
H -0.16025 0.70962 1.73103 0.4842
H -2.48011 -0.39236 1.63739 0.3361
H -3.09775 1.19192 1.14080 0.4897
H -0.98908 -0.27820 -0.26637 0.1109
H -2.48497 -0.06398 -0.82044 0.2489
C 1.72793 -1.19471 -0.64558 -1.2536
C 1.71152 -0.40667 -1.94247 0.5877
C 1.27017 -1.26031 -3.12055 -1.2927
O 3.01465 0.06670 -2.26373 -0.5632
H 2.13131 -0.59453 0.17308 0.3373
H 2.36331 -2.07466 -0.74711 0.3616
H 0.73896 -1.55228 -0.36315 0.3194
H 1.02714 0.44230 -1.84572 0.1892
H 0.26791 -1.65343 -2.96411 0.3474
H 1.97442 -2.08488 -3.22319 0.3474
H 1.28956 -0.66328 -4.02796 0.3297
H 3.35469 0.56574 -1.51164 0.3126
```

Results
orbital gap (alpha / beta)	4.5 / 10.8	eV
spin multiplicity	2
E_LUMO (alpha / beta)	0.0255 / 0.0224	Eh

#two
Molecular formula: C5H17N2O
Method: DFT, ωB97M-V/def2-TZVPD

```
25
Properties=species:S:1:pos:R:3:mulliken_charge:R:1
N 1.99405 1.69331 0.54144 -1.8849
C 0.61686 1.48195 1.30216 -1.1032
C -0.45352 0.97096 0.40395 -0.3453
N -0.50603 -0.50601 0.63998 0.2769
C -1.04771 -1.20039 -0.50153 -0.6169
C 0.10068 -1.89950 -1.40125 -1.6323
C -1.31661 -0.86888 1.85330 -1.3311
H 2.79092 1.34215 1.10961 0.9121
H 1.80031 1.10524 -0.31942 0.2933
H 2.05899 2.62420 0.19347 1.0933
H 0.83904 0.81637 2.19452 0.5050
H 0.53329 2.57577 1.99069 0.2052
H -0.23567 1.06149 -0.69091 -0.2800
H -1.34766 1.59204 0.43201 0.4693
H -1.78053 -0.50761 -0.98047 0.4698
H -1.66646 -2.13202 -0.21776 0.4459
H -0.45799 -1.97417 -2.36728 0.4448
H 1.02887 -1.39542 -1.67836 0.4889
H 0.34982 -2.80491 -0.88629 0.4146
H -1.51644 -0.29953 2.70512 0.4252
H -0.76999 -1.79944 2.17760 0.3892
H -2.17463 -1.29726 1.49576 0.4429
H 0.39156 1.13621 -2.32789 0.4645
H 0.40136 -0.25914 -2.58300 0.1429
O 0.36749 0.54461 -3.08544 -0.6899
```

Results
orbital gap (alpha / beta)	4.4 / 10.0	eV
spin multiplicity	2
E_LUMO (alpha / beta)	0.0295 / 0.0231	Eh

Which one sits at the top of the stability order? #one does.